(1)
{
  "formula": "C15H15N4RuS",
  "method": "ωB97M-V/def2-TZVPD",
  "species": ["Ru", "C", "C", "N", "C", "C", "C", "C", "C", "C", "C", "C", "C", "N", "C", "H", "H", "H", "H", "H", "H", "H", "H", "S", "C", "N", "C", "C", "N", "H", "H", "H", "H", "H", "H", "H"],
  "positions_angstrom": [[1.11334, 0.56146, 0.44987], [-1.86908, 2.55810, -2.20382], [-0.65672, 2.10028, -1.74315], [-0.50635, 1.41623, -0.59029], [-1.58888, 1.14007, 0.19488], [-2.86723, 1.58597, -0.22650], [-2.98905, 2.29495, -1.43090], [-4.00888, 1.33184, 0.53673], [-3.90635, 0.63299, 1.72883], [-2.66114, 0.18075, 2.17055], [-2.57529, -0.52527, 3.37986], [-1.34961, -0.98318, 3.83695], [-0.24335, -0.71783, 3.06403], [-0.29239, -0.04217, 1.89746], [-1.48364, 0.42275, 1.41850], [-1.94149, 3.10385, -3.13691], [0.26027, 2.27174, -2.29914], [-3.95908, 2.64680, -1.77424], [-4.98753, 1.67613, 0.20901], [-4.80687, 0.44469, 2.30961], [-3.46480, -0.72280, 3.97368], [-1.26169, -1.53022, 4.76795], [0.74719, -1.04765, 3.36313], [0.77295, -1.56459, -0.76721], [2.32055, -1.55667, -1.32463], [2.74841, -0.97996, -2.49907], [4.16613, -1.15334, -2.68599], [4.61392, -1.93870, -1.45397], [3.40417, -2.12560, -0.69463], [2.11703, -0.49955, -3.12815], [4.64187, -0.17068, -2.74771], [4.34044, -1.70298, -3.61514], [5.33565, -1.38457, -0.84747], [5.02868, -2.91684, -1.71301], [3.32333, -2.60967, 0.19106], [2.48547, -0.19632, 1.38982]],
  "total_charge": 3,
  "e_lumo_ev": [-11.5, -15.2],
  "total_energy_ev": -35143.7914,
  "spin_multiplicity": 5
}



(2)
{
  "formula": "C5H12O2",
  "method": "ωB97M-V/def2-TZVPD",
  "species": ["C", "C", "C", "O", "C", "C", "O", "H", "H", "H", "H", "H", "H", "H", "H", "H", "H", "H", "H"],
  "positions_angstrom": [[2.46723, -1.41815, 0.65533], [1.75640, -0.18540, 1.13386], [0.62726, 0.34525, 0.65642], [0.16385, 1.51075, 1.20134], [-0.19900, -0.20371, -0.48139], [-1.68573, -0.30771, -0.16111], [-2.20693, 1.02014, -0.05652], [3.46239, -1.17198, 0.26313], [2.61857, -2.13206, 1.47455], [1.92983, -1.94290, -0.14078], [2.22719, 0.36189, 1.94920], [-0.72517, 1.68359, 0.84813], [0.16161, -1.19468, -0.76803], [-0.09212, 0.44483, -1.36146], [-1.83327, -0.85342, 0.78119], [-2.20540, -0.84912, -0.96317], [-3.10014, 0.98091, 0.30660], [-1.58201, 2.02578, -3.02018], [-1.78456, 1.88598, -2.31711]],
  "smiles": "C/C=C(/O)CCO.[H][H]",
  "e_lumo_ev": 0.6,
  "total_energy_ev": -9473.0874,
  "de_lowest_kcal_mol": 47.2
}



(3)
{
  "formula": "C55H40Cl5N2O2P2S2Ti",
  "method": "ωB97M-V/def2-TZVPD",
  "species": ["Ti", "O", "S", "C", "C", "C", "C", "C", "C", "C", "C", "C", "C", "P", "C", "C", "C", "C", "C", "C", "C", "C", "C", "C", "C", "C", "C", "C", "C", "C", "C", "C", "C", "C", "C", "C", "C", "C", "P", "C", "C", "C", "C", "C", "C", "C", "C", "C", "C", "C", "C", "C", "C", "H", "H", "H", "H", "H", "H", "H", "H", "H", "H", "H", "H", "H", "H", "H", "H", "H", "H", "H", "H", "H", "H", "H", "H", "H", "H", "H", "H", "H", "H", "H", "H", "H", "H", "H", "H", "Cl", "C", "C", "Cl", "C", "Cl", "C", "O", "C", "Cl", "C", "Cl", "N", "C", "N", "S", "H", "H", "H", "H"],
  "positions_angstrom": [[0.03470, 0.11600, -1.14417], [1.28339, 0.37009, 0.25843], [0.85041, -0.24224, 1.68061], [2.13257, -1.39570, 1.92135], [3.40633, -1.00251, 2.32050], [4.40821, -1.92454, 2.62948], [4.08812, -3.26386, 2.56248], [4.88929, -4.48547, 2.90578], [3.96871, -5.68147, 2.55540], [2.71574, -5.05569, 2.01082], [1.56917, -5.59558, 1.48796], [0.62241, -4.71778, 0.93830], [0.72772, -3.33034, 0.95677], [-0.46257, -2.45299, -0.12386], [-2.01692, -2.50777, 0.81042], [-1.91413, -2.39741, 2.20262], [-3.04895, -2.39908, 2.99754], [-4.30249, -2.53274, 2.41694], [-4.41424, -2.66724, 1.04080], [-3.28383, -2.64764, 0.23949], [-0.50433, -3.50101, -1.59665], [-1.48649, -4.45061, -1.86790], [-1.37040, -5.26372, -2.98777], [-0.27161, -5.14811, -3.82835], [0.71871, -4.21322, -3.55367], [0.59798, -3.38874, -2.44590], [1.83404, -2.75854, 1.63711], [2.83128, -3.65326, 2.06777], [0.98662, 1.05842, 2.85380], [1.62492, 0.75457, 4.04631], [1.59451, 1.58637, 5.16850], [0.84762, 2.72906, 5.08533], [0.61356, 3.80377, 6.10417], [-0.39929, 4.76117, 5.44137], [-0.61380, 4.19844, 4.06967], [-1.40799, 4.63117, 3.04530], [-1.41399, 3.87467, 1.87156], [-0.66917, 2.71514, 1.65219], [-0.81149, 2.27965, -0.12338], [0.43541, 3.31409, -0.94280], [0.28466, 3.81761, -2.23490], [1.28200, 4.59639, -2.80022], [2.45247, 4.85081, -2.09986], [2.62416, 4.32846, -0.82372], [1.62081, 3.57158, -0.24353], [-2.50676, 2.65919, -0.58696], [-2.90093, 3.82969, -1.23634], [-4.24756, 4.06357, -1.47284], [-5.20160, 3.15261, -1.04077], [-4.81285, 2.00202, -0.36628], [-3.47057, 1.75258, -0.14398], [0.14885, 2.22274, 2.72569], [0.13535, 3.01437, 3.89786], [3.61933, 0.05467, 2.42465], [5.38540, -1.58154, 2.94360], [5.82234, -4.50285, 2.34017], [5.16643, -4.47104, 3.96129], [4.42402, -6.34117, 1.81619], [3.74542, -6.29567, 3.42860], [1.40454, -6.66366, 1.43250], [-0.22381, -5.16647, 0.43310], [-0.94342, -2.34922, 2.67783], [-2.95156, -2.32222, 4.07286], [-5.18910, -2.55295, 3.03746], [-5.38814, -2.80152, 0.58703], [-3.39612, -2.75296, -0.82740], [-2.32968, -4.57988, -1.20258], [-2.13326, -6.00460, -3.19282], [-0.17773, -5.80137, -4.68652], [1.58910, -4.13492, -4.19342], [1.39527, -2.68562, -2.22300], [2.14632, -0.18380, 4.14220], [2.12836, 1.30169, 6.06550], [0.24018, 3.38005, 7.03673], [1.55508, 4.30109, 6.34361], [-1.34484, 4.79104, 5.98547], [-0.03510, 5.78779, 5.39217], [-2.01617, 5.52337, 3.11482], [-2.04651, 4.24516, 1.07595], [-0.60343, 3.59959, -2.81153], [1.14128, 5.00762, -3.79303], [3.22954, 5.45893, -2.54553], [3.53470, 4.52674, -0.27403], [1.76049, 3.19226, 0.76039], [-2.17776, 4.57886, -1.52210], [-4.55249, 4.97029, -1.97922], [-6.25181, 3.34907, -1.21380], [-5.55710, 1.30193, -0.00926], [-3.18352, 0.85214, 0.39004], [3.71897, 2.85619, -6.88268], [2.64807, 2.24179, -5.70693], [3.15896, 1.53064, -4.61389], [4.83202, 1.25881, -4.44098], [2.27028, 1.05348, -3.66275], [2.75573, 0.16241, -2.27541], [0.90615, 1.28540, -3.77250], [0.11312, 0.82656, -2.79375], [0.38955, 1.95649, -4.87557], [-1.30520, 2.18744, -4.97994], [1.26855, 2.44269, -5.84075], [0.65217, 3.30006, -7.18272], [-1.23689, -1.24255, -4.32102], [-2.32119, -1.04333, -3.59074], [-3.50516, -1.31635, -4.12887], [-2.35863, -0.46922, -1.96878], [-1.29244, -1.62555, -5.25174], [-0.32964, -1.05970, -3.94593], [-3.60443, -1.60291, -5.09144], [-4.34406, -1.15011, -3.60002]],
  "total_charge": 3,
  "e_lumo_ev": -8.7,
  "total_energy_ev": -190715.8051
}